Below is a structure of composition C6H10N, with properties calculated with wB97M-V/def2-TZVPD.

```
17
Properties=species:S:1:pos:R:3:mulliken_charge:R:1
N 1.8454 1.0166 0.2249 -0.207
C -1.3844 -1.2315 -0.1007 -1.557
C -0.0009 0.7872 0.2717 0.784
C 1.1342 -1.2653 -0.0971 -0.402
C -0.8357 1.9045 -0.2117 -1.229
C -0.1528 -0.6065 0.0285 0.241
C 2.2202 -0.2006 0.2741 -0.390
H 1.1451 -2.2275 0.4017 0.480
H 0.0717 0.9464 1.3604 0.205
H 1.3123 -1.3393 -1.1891 0.274
H -1.8948 -0.7430 -1.0246 0.292
H -0.3351 2.8255 -0.1131 0.432
H -1.5604 2.1224 0.5757 0.383
H -2.0790 -1.1312 0.5986 0.449
H -1.2817 -2.2797 -0.1793 0.427
H 3.1848 -0.4330 0.4514 0.533
H -1.3887 1.8550 -1.2714 0.286
```

Summary:
Energy = -288.88462 Eh
Total charge = +1
Spin multiplicity = 3

Below is a cluster of 2 separate species, C2H10N3S2 in total, with properties calculated with wB97M-V/def2-TZVPD.

```
17
Properties=species:S:1:pos:R:3:mulliken_charge:R:1
S -1.5147 1.5655 1.9212 0.135
S 0.4011 1.0339 2.2712 0.249
N 0.5130 1.2852 -1.7742 -0.351
N 0.1068 -0.7946 -0.8113 -0.213
N -0.0279 -0.5055 -3.1050 -0.373
C 0.1802 -0.0068 -1.8893 0.776
C 0.3022 -0.5025 3.2192 -0.721
H 0.4502 1.6899 -0.8541 0.166
H 0.9970 -1.2379 2.8056 0.342
H 0.5582 -0.2538 4.2531 0.363
H 0.3279 -0.4957 0.1299 -0.038
H -1.8798 0.5139 1.1501 0.284
H -0.1654 -1.5024 -3.1860 0.245
H -0.7094 -0.8920 3.1522 0.361
H -0.1994 -1.7525 -0.8832 0.220
H 0.4359 -0.0407 -3.8734 0.270
H 0.2245 1.8961 -2.5261 0.285
```

Summary:
Energy = -1042.19319 Eh
Total charge = +2
Spin multiplicity = 2

Below is a structure of composition C29H21Br2FeIN8O3, with properties calculated with wB97M-V/def2-TZVPD.

```
65
Properties=species:S:1:pos:R:3:mulliken_charge:R:1
I -3.5197 -1.4209 1.1862 0.251
Br -2.5268 0.0088 -5.0934 -0.185
Br 0.8037 -4.5677 -5.0930 -0.246
Fe -1.5279 -0.0306 -0.2253 0.832
O -1.8482 1.7814 0.7815 -1.199
O -2.4094 -0.4753 -2.0563 -0.947
O 2.4797 1.6781 4.0945 -0.561
N 3.2094 0.0376 -0.4106 0.253
N 0.3127 4.5739 1.1731 -0.610
N -0.9708 -2.1973 -0.6735 0.642
N 0.3037 4.0760 -2.9018 -0.624
N 1.0486 -0.0035 -0.4662 0.637
N 2.8745 1.1258 -1.1187 -0.833
N -0.6049 1.6725 -1.8517 0.588
N -0.6787 -0.3295 1.9608 0.298
C -1.5964 -1.3271 -4.1253 -0.220
C -1.9176 -2.3690 2.1948 -0.047
C -0.8299 2.4450 1.1702 0.840
C 0.6817 2.0182 -1.7928 -0.003
C 0.2030 0.5255 2.3575 -0.537
C -0.3446 -3.1051 0.0363 -0.228
C -0.9410 -2.2947 -2.0240 -0.078
C 0.2702 -2.2883 3.1428 -0.336
C 2.1085 -0.6296 -0.0253 -0.657
C 0.2700 1.8702 1.8745 -0.137
C 1.4191 2.6714 2.1117 1.146
C -0.7568 -1.6311 2.4515 0.308
C -0.8486 -2.2851 -4.8089 -0.413
C 2.6648 2.1080 2.7476 -0.973
C -0.1772 -3.2595 -4.1154 -0.061
C -0.9780 3.7316 -2.9512 -0.491
C -2.0529 -3.6908 2.5780 -0.325
C -1.7044 -1.2999 -2.7307 0.810
C -1.0102 -4.3215 3.2397 -0.614
C -0.2066 -3.2986 -2.7054 0.905
C 0.4361 -4.2669 -1.9052 -0.894
C -1.4347 2.5264 -2.4334 -0.834
C 1.1352 3.2207 -2.3265 -0.374
C 0.3551 -4.1781 -0.5418 -1.648
C -0.7663 3.8744 0.9462 0.856
C 1.5610 1.0632 -1.1369 0.211
C -1.9953 4.5648 0.4389 -1.386
C 0.1474 -3.6111 3.5286 -0.896
C 1.4043 3.9762 1.7003 -1.098
H 3.4618 2.8549 2.6875 0.448
H -2.7320 4.6399 1.2428 0.361
H 2.1832 3.4890 -2.2774 0.502
H 2.1995 2.4363 4.6183 0.361
H -1.7432 5.5651 0.0948 0.345
H -1.1016 -5.3605 3.5265 0.420
H 2.9970 1.2209 2.2048 0.145
H -0.3810 -3.0025 1.1164 0.442
H 2.2793 4.6093 1.8042 0.336
H -1.6512 4.4378 -3.4211 0.410
H 2.1099 -1.5389 0.5553 0.460
H 0.9799 -5.0744 -2.3755 0.355
H 0.8150 -4.9221 0.0948 0.520
H 4.1786 -0.1740 -0.2526 0.192
H -2.9663 -4.2259 2.3573 0.481
H 0.9198 0.2636 3.1370 0.861
H 0.9614 -4.0904 4.0568 0.412
H 1.1823 -1.7504 3.3701 0.424
H -0.8079 -2.2555 -5.8887 0.418
H -2.4712 2.2197 -2.4891 0.708
H -2.4549 3.9897 -0.3636 0.273
```

Summary:
Energy = -8490.97936 Eh
Total charge = 0
Spin multiplicity = 5

Below is a cluster of 4 separate species, C8H16Br8 in total, with properties calculated with wB97M-V/def2-TZVPD.

```
32
Properties=species:S:1:pos:R:3:mulliken_charge:R:1
Br 0.9816 0.2529 2.9959 -0.093
Br 0.1200 -2.3488 -1.0685 -0.169
Br -3.6439 2.0288 -6.8111 -0.125
Br 2.8638 1.1028 7.2544 -0.160
Br -3.8643 0.3906 -3.8306 -0.099
Br 3.4315 -1.1836 -1.8801 -0.135
Br -2.1353 1.5866 0.2847 -0.178
Br 4.2361 -3.5938 2.1787 -0.193
C -4.5039 2.9034 -5.2787 -0.554
C -5.1009 1.8491 -4.3317 -0.616
C 3.5482 -1.6216 0.0764 -0.327
C 1.9917 0.1439 5.7475 -0.566
C -0.4564 -0.6821 -0.1215 -0.530
C 2.2292 0.9186 4.4018 -0.606
C 3.9330 -3.1017 0.2045 -0.549
C -1.8318 -0.1785 -0.5612 -0.390
H 0.2779 0.1100 -0.2678 0.465
H 3.2746 0.9817 4.0997 0.413
H 2.5664 -1.4090 0.4995 0.050
H 0.9564 0.0537 6.0762 0.375
H -2.5439 -0.9450 -0.2555 0.418
H 2.4133 -0.8599 5.6962 0.350
H -1.9615 -0.0104 -1.6304 0.165
H -5.4977 2.3136 -3.4290 0.382
H 3.0827 -3.7017 -0.1195 0.313
H 4.2109 -0.9326 0.6000 0.425
H -3.8256 3.5547 -4.7275 0.350
H 1.8596 1.9434 4.4349 0.345
H -5.7683 1.2785 -4.9776 0.338
H 4.7471 -3.4505 -0.4309 0.415
H -5.2295 3.5599 -5.7589 0.349
H -0.3607 -0.9532 0.9299 0.139
```

Summary:
Energy = -20906.50759 Eh
SMILES = BrCCBr.BrCCBr.BrCCBr.BrCCBr
Total charge = 0

Below is a structure of composition C27H51GaN2O2P3, with properties calculated with wB97M-V/def2-TZVPD.

```
86
Properties=species:S:1:pos:R:3:mulliken_charge:R:1
Ga -1.6846 -2.9388 -0.1044 0.352
P 1.6592 0.8187 -3.0879 1.215
P -3.1551 -1.3609 0.7495 1.037
P -0.6345 2.3922 0.3440 1.123
O -0.1545 -1.8450 -2.6004 -0.253
O 0.2417 -0.8756 4.2456 -0.705
N 1.8104 0.7686 4.1865 0.480
N 0.5263 -1.8279 0.3245 0.318
C -0.7133 -1.8670 -3.7495 -0.089
C -1.8431 -1.0387 -4.0641 0.130
C 1.3005 2.4600 5.9687 -1.234
C -4.6977 -2.3212 0.9986 -1.486
C -1.9817 -0.5947 -5.3626 -0.542
C 1.1789 -0.3198 3.6573 0.463
C 0.9755 3.2266 0.6397 -1.090
C -2.5188 -3.7587 -1.6617 -0.236
C 1.5558 -0.8324 2.2877 0.229
C 2.7794 1.6391 3.5128 -0.368
C 0.5155 -0.9518 1.3448 -0.415
C -3.7380 0.2417 0.0924 -0.885
C 2.7476 1.0741 -1.6741 -0.665
C 2.8618 -2.2009 0.8139 -1.149
C 4.2120 1.2913 3.8935 -1.159
C 2.3458 -0.2410 -4.3747 -1.119
C 0.7012 2.2109 -3.6673 -1.304
C 1.7133 -2.4008 0.0286 -0.382
C -0.2784 -2.1747 -6.1125 -0.594
C -1.1449 -1.0829 -6.3869 -0.399
C -1.7460 -4.7712 -0.8918 -0.788
C 1.5972 1.0296 5.6497 -0.581
C -1.4729 2.7506 1.9408 -1.062
C -1.4858 3.5582 -0.7788 -1.229
C 2.7709 -1.4402 1.9868 -0.022
C -0.1398 -2.6571 -4.8161 -0.389
C -2.5830 -1.0273 2.4597 -1.277
H 4.3207 1.0332 4.9569 0.245
H 0.7508 0.3955 5.9399 0.417
H 1.7844 2.5425 0.3358 -0.097
H -2.4400 2.2181 1.9672 0.315
H 1.0561 4.1468 0.0411 0.471
H 1.5789 -0.4750 -5.1341 0.281
H -1.6788 -1.5867 2.7452 0.385
H 0.3972 2.8007 5.4653 0.260
H -5.2278 -1.5807 1.6325 0.506
H 0.4810 -3.5182 -4.5366 0.426
H 0.9179 3.1069 -3.0805 0.420
H -0.8668 2.3834 2.7921 0.132
H 1.7204 -3.0521 -0.8481 0.411
H -4.4928 -3.2910 1.4870 0.473
H 3.2173 0.2344 -4.8534 0.456
H -2.9218 0.9898 0.0454 -0.393
H 2.3258 0.6088 -0.7647 -0.247
H -1.6558 3.8351 2.0610 0.460
H -3.3944 -1.3189 3.1429 0.585
H -5.2883 -2.4921 0.0871 0.422
H -4.1299 0.1054 -0.9287 0.468
H -0.3680 2.0019 -3.5941 0.385
H 4.5677 0.4410 3.3010 0.263
H 2.6446 -1.1944 -3.9002 0.392
H 1.1182 2.5105 7.0415 0.411
H -2.5480 3.2812 -0.8748 0.401
H 0.8323 -0.1925 -2.5433 -0.243
H 0.9216 2.4490 -4.7099 0.520
H 3.7895 -2.6994 0.5154 0.509
H -3.6178 -3.8107 -1.4850 0.419
H 0.2372 -2.6711 -6.9480 0.441
H -2.3513 0.0442 2.5620 0.175
H -2.1610 -5.6540 -0.3013 0.348
H 2.6414 1.5512 2.4263 -0.094
H 3.6123 -1.3747 2.6878 0.611
H -0.8236 -5.1748 -1.3345 0.367
H -4.5602 0.6333 0.7228 0.474
H -1.2429 -0.6900 -7.4048 0.492
H -1.0479 3.4976 -1.7877 0.234
H -0.4282 -0.4116 1.4935 -0.016
H 2.5116 0.6765 6.1590 0.344
H -2.7573 0.1419 -5.5999 0.454
H 2.8947 2.1562 -1.5209 0.468
H 2.1159 3.1444 5.7466 0.391
H -2.4857 -0.7634 -3.2256 0.417
H 2.5542 2.6708 3.8351 0.479
H 1.1129 3.4633 1.7083 0.368
H 4.8686 2.1394 3.6747 0.406
H 3.7203 0.5959 -1.8917 0.506
H -2.2997 -3.3800 -2.6722 0.329
H -1.4266 4.5992 -0.4258 0.424
```

Summary:
Energy = -4267.16530 Eh
Total charge = +3

Below is a cluster of 4 separate species, C22H42O8 in total, with properties calculated with wB97M-V/def2-TZVPD.

```
72
Properties=species:S:1:pos:R:3:mulliken_charge:R:1
O -3.1831 3.4336 8.3610 -0.570
O 0.8391 3.5731 4.2290 -0.377
O 1.8260 -6.4452 -5.3202 -0.374
O -1.1535 1.9219 0.2230 -0.468
O -2.3010 4.9561 3.8848 -0.561
O -4.9130 0.7882 5.4249 -0.231
O -5.8994 1.4961 4.6547 -0.331
O 1.8788 -2.0208 -4.4375 -0.375
C 1.9324 2.0269 5.8112 -1.179
C -1.6787 2.9014 -1.9726 -0.962
C 2.8711 -5.5840 -5.7402 0.107
C -1.3023 3.6251 6.9192 -0.429
C -0.0041 2.7146 0.4699 -0.256
C 0.9809 2.2224 4.6404 -0.055
C -2.6958 3.2368 7.2679 -0.070
C -1.0373 4.0411 5.6784 0.619
C 3.1306 -5.6064 -7.2368 -1.180
C 2.0037 -7.8217 -5.5945 -0.347
C 1.7579 -0.2205 -2.7590 -0.908
C 2.1013 -0.6476 -4.1754 -0.485
C 0.3180 4.4635 5.1945 -1.093
C -3.2237 3.0355 4.9146 -0.380
C -0.4655 -1.7915 -5.1670 -1.080
C -0.2944 4.0197 1.1877 -0.944
C 0.5484 -2.4802 -4.2694 -0.186
C -2.1887 4.0848 4.7168 0.424
C -3.4739 2.6132 6.1559 0.809
C -4.4900 1.5631 6.5190 -0.844
C 3.2313 -8.4336 -4.9410 -1.021
C -2.1532 2.5230 -0.5800 -0.268
H -5.3460 2.0021 7.0463 0.331
H 2.0043 0.8326 -2.6166 0.365
H 0.6390 4.5405 1.4024 0.456
H -2.5039 3.3129 -2.5549 0.404
H -4.0317 0.8545 7.2147 0.355
H -1.2888 2.0245 -2.4925 0.145
H 0.5860 -3.5427 -4.5127 0.321
H -3.7580 2.6612 4.0501 0.530
H 3.7926 -5.7977 -5.1869 0.235
H 3.4707 -6.5834 -7.5833 0.318
H -2.5829 3.3937 -0.0720 0.258
H 0.0050 1.7691 4.8511 0.228
H 2.2223 -5.3522 -7.7850 0.307
H -1.4498 -2.2379 -5.0238 0.396
H 3.9026 -4.8786 -7.4884 0.393
H -6.3832 2.0357 5.3001 0.346
H -0.9225 4.6874 0.5958 0.368
H -0.8056 3.8276 2.1265 0.055
H 2.5519 -4.5847 -5.4430 0.012
H 2.0167 -8.0021 -6.6758 0.298
H 0.2241 5.4279 4.6903 0.360
H 0.6972 -0.3438 -2.5366 0.206
H -0.5538 3.5726 7.7014 0.424
H 3.2685 -9.5034 -5.1495 0.386
H 0.5440 2.8975 -0.4621 0.181
H 0.6403 2.0944 1.0945 0.335
H -0.5510 -0.7257 -4.9499 0.201
H 3.1998 -8.2902 -3.8603 0.288
H -2.9452 1.7771 -0.6516 0.378
H 1.1056 -8.3026 -5.2061 0.321
H 2.8829 2.5131 5.5846 0.289
H 1.5653 -0.0255 -4.9019 0.317
H 1.5408 2.4428 6.7408 0.207
H -0.1830 -1.8996 -6.2151 0.291
H -0.8895 3.6534 -1.9438 0.280
H 0.2433 -2.4080 -3.2196 0.269
H 2.3211 -0.8099 -2.0342 0.309
H 2.0992 0.9599 5.9633 0.430
H 4.1571 -7.9924 -5.3123 0.270
H 3.1655 -0.4956 -4.3571 0.350
H 0.9966 4.5998 6.0432 0.454
H 1.3909 1.7072 3.7706 0.348
```

Summary:
Energy = -1465.16068 Eh
SMILES = CCOCC1=CC(=O)C(COO)=CC1=O.CCOCC.CCOCC.CCOCC
Total charge = 0

total charge of number 3 (C29H21Br2FeIN8O3)?
0